Computed, not measured: a molecular structure, C21H26CuIN3, with the ωB97M-V functional and the def2-TZVPD basis.

Atoms and positions in Å:
C (2.98363, -0.59603, 3.07193)
C (2.33244, 1.59284, 3.13523)
H (2.93307, -1.69272, 3.06824)
H (3.69911, -0.30973, 3.84379)
H (3.29486, -0.28147, 2.07397)
H (1.77125, 2.49046, 3.42723)
H (3.26504, 1.59634, 3.70079)
H (2.50236, 1.66178, 2.05722)
C (-1.30052, -3.31719, 0.60110)
C (-2.09758, -4.42325, 0.91302)
C (-3.46772, -4.24088, 1.13921)
C (-4.00184, -2.95500, 1.07722)
H (-0.23443, -3.40419, 0.38670)
H (-1.63829, -5.40783, 0.96673)
H (-4.11562, -5.08600, 1.36465)
H (-5.05884, -2.74029, 1.23077)
N (-1.81741, -2.06891, 0.57021)
C (-3.14905, -1.87467, 0.81951)
C (-3.53940, -0.48267, 0.87309)
N (-2.50071, 0.38784, 0.70102)
C (-2.70372, 1.71736, 0.82233)
C (-5.04423, 1.35097, 1.29258)
C (-3.96290, 2.22965, 1.14820)
H (-1.83136, 2.35313, 0.66629)
H (-4.07969, 3.30375, 1.27532)
C (-4.83308, -0.01962, 1.14604)
H (-5.62709, -0.75927, 1.23819)
H (-6.04138, 1.72346, 1.51925)
Cu (-0.90294, -0.46920, -0.07108)
I (0.93403, -0.03295, 3.60753)
C (4.75299, 0.85096, -1.06299)
N (3.40469, 1.17039, -1.46361)
C (3.10470, 2.58044, -1.45073)
C (2.34916, 0.26164, -1.02129)
C (1.24453, 0.26721, -2.04106)
C (1.58933, 0.48520, -3.39141)
C (0.60021, 0.57523, -4.37063)
C (-0.74312, 0.42844, -4.01397)
C (-1.08867, 0.16662, -2.66978)
C (-0.09660, 0.06538, -1.70935)
H (5.45306, 1.38808, -1.71992)
H (4.91381, -0.22986, -1.16916)
H (4.97126, 1.15004, -0.02014)
H (2.10375, 2.77273, -1.85271)
H (3.17438, 3.01406, -0.43395)
H (3.84784, 3.09505, -2.07894)
H (2.80891, -0.73908, -0.95226)
H (1.97004, 0.52751, -0.01356)
H (2.64568, 0.61435, -3.64182)
H (0.88960, 0.76307, -5.40551)
H (-1.52417, 0.50496, -4.77134)
H (-2.13932, 0.04186, -2.41214)

total charge	0
⟨S²⟩	0.76
spin multiplicity	2
largest force on an atom	0.080	hartree/bohr
lowest unoccupied orbital energy (spin up / spin down)	-0.65 / -0.65	eV


Computed, not measured: C6H12N2O4S2 in the gas phase, with the ωB97M-V functional and the def2-TZVPD basis.

Atoms and positions in Å:
C (-3.06776, 1.74878, 0.29341)
C (1.24772, -2.11380, 1.45238)
C (1.96719, 1.05831, -1.86218)
C (1.82144, 0.13955, -0.77837)
C (-1.90792, 1.90281, 1.24754)
C (0.24706, -1.67554, 0.43768)
N (-0.77766, 1.39882, 0.86272)
N (-0.96989, -2.41937, 0.47533)
O (0.26405, 1.38395, 1.49010)
O (-1.04005, -3.28030, 1.30371)
O (-0.60474, 0.93713, -0.44525)
O (-1.86952, -2.04567, -0.24006)
S (1.39424, 0.30189, -3.52555)
S (0.17198, -0.58904, -0.85296)
H (-4.08918, 1.81843, 0.85018)
H (-3.04674, 2.60389, -0.36379)
H (-2.96435, 0.82766, -0.13153)
H (2.25980, -2.32803, 1.01087)
H (1.41546, -1.35877, 2.13395)
H (0.84583, -2.88902, 2.03199)
H (2.98475, 1.43479, -2.03711)
H (1.25614, 1.79280, -1.73063)
H (2.59255, -0.64275, -0.97721)
H (2.19105, 0.50167, 0.18376)
H (-1.93919, 2.43019, 2.22364)
H (1.61772, -0.93836, -3.05265)

total charge	0
⟨S²⟩	2.01
spin multiplicity	3
largest force on an atom	0.090	hartree/bohr
lowest unoccupied orbital energy (spin up / spin down)	0.48 / -2.70	eV


Computed, not measured: a gas-phase ion, C4H7N2 (charge +1), with the ωB97M-V functional and the def2-TZVPD basis.

Atoms and positions in Å:
C (-0.97866, 1.66565, -0.10060)
N (-0.28398, 0.53178, 0.39923)
C (0.69008, -0.05750, -0.22036)
C (1.38515, -1.09928, 0.36448)
N (2.34132, -1.38725, 1.09209)
C (1.69722, -2.55344, 0.43950)
H (-0.44421, 2.33181, -0.67574)
H (-1.89185, 1.35107, -0.79260)
H (-1.43389, 2.39222, 0.60318)
H (-0.82109, 0.22686, 1.20575)
H (1.03032, 0.43903, -1.13738)
H (1.19590, -3.18778, 1.04332)
H (2.19954, -3.17072, -0.23778)

total charge	+1
largest force on an atom	0.093	hartree/bohr
ΔE to the lowest compared entry with this formula, charge and spin	112.65	kcal/mol
lowest unoccupied orbital energy	-5.87	eV


Computed, not measured: 2 unconnected molecules or ions with the total composition C15H18O, with the ωB97M-V functional and the def2-TZVPD basis.

Atoms and positions in Å:
C (-0.11815, -4.05744, 1.32707)
C (-1.26269, -3.34033, 2.02812)
C (-1.28990, -1.79265, 1.80483)
C (-1.53831, -1.13073, 0.59540)
C (-1.37513, 0.26150, 0.55231)
C (-0.95460, 1.00217, 1.66261)
O (-0.97197, 2.35766, 1.68413)
C (-0.82665, 0.33811, 2.87967)
C (-0.80502, -1.03831, 2.86913)
H (0.62556, -3.31858, 1.01780)
H (-0.28361, -4.62445, 0.41367)
H (0.39471, -4.71463, 2.01964)
H (-2.21553, -3.77689, 1.85265)
H (-1.18856, -3.40239, 3.12727)
H (-1.85663, -1.67154, -0.30729)
H (-1.65162, 0.66208, -0.42030)
H (-0.47654, 2.90965, 1.06152)
H (-0.43636, 0.95227, 3.67885)
H (-0.54038, -1.61455, 3.74306)
C (3.13619, -0.33679, -1.92604)
C (1.93593, 0.53680, -2.03052)
C (0.71011, 0.09804, -2.52116)
C (-0.32298, 1.05059, -2.76761)
C (-0.16522, 2.37146, -2.41432)
C (1.12183, 2.82777, -2.08088)
C (2.13948, 1.93878, -1.93629)
H (3.17724, -0.54134, -0.86191)
H (4.10455, 0.02821, -2.27933)
H (3.03226, -1.27390, -2.51660)
H (0.58065, -0.94542, -2.79812)
H (-1.26983, 0.56921, -3.04919)
H (-1.02462, 3.02015, -2.56510)
H (1.32925, 3.88380, -1.94160)
H (3.15010, 2.23135, -1.65327)

total charge	0
largest force on an atom	0.051	hartree/bohr
ΔE to the lowest compared entry with this formula, charge and spin	29.23	kcal/mol
lowest unoccupied orbital energy	0.76	eV


- Which formula does entry 1 have?
  C21H26CuIN3


Please write out number 4 again, unchanged.
Computed, not measured: 2 unconnected molecules or ions with the total composition C15H18O, with the ωB97M-V functional and the def2-TZVPD basis.

Atoms and positions in Å:
C (-0.11815, -4.05744, 1.32707)
C (-1.26269, -3.34033, 2.02812)
C (-1.28990, -1.79265, 1.80483)
C (-1.53831, -1.13073, 0.59540)
C (-1.37513, 0.26150, 0.55231)
C (-0.95460, 1.00217, 1.66261)
O (-0.97197, 2.35766, 1.68413)
C (-0.82665, 0.33811, 2.87967)
C (-0.80502, -1.03831, 2.86913)
H (0.62556, -3.31858, 1.01780)
H (-0.28361, -4.62445, 0.41367)
H (0.39471, -4.71463, 2.01964)
H (-2.21553, -3.77689, 1.85265)
H (-1.18856, -3.40239, 3.12727)
H (-1.85663, -1.67154, -0.30729)
H (-1.65162, 0.66208, -0.42030)
H (-0.47654, 2.90965, 1.06152)
H (-0.43636, 0.95227, 3.67885)
H (-0.54038, -1.61455, 3.74306)
C (3.13619, -0.33679, -1.92604)
C (1.93593, 0.53680, -2.03052)
C (0.71011, 0.09804, -2.52116)
C (-0.32298, 1.05059, -2.76761)
C (-0.16522, 2.37146, -2.41432)
C (1.12183, 2.82777, -2.08088)
C (2.13948, 1.93878, -1.93629)
H (3.17724, -0.54134, -0.86191)
H (4.10455, 0.02821, -2.27933)
H (3.03226, -1.27390, -2.51660)
H (0.58065, -0.94542, -2.79812)
H (-1.26983, 0.56921, -3.04919)
H (-1.02462, 3.02015, -2.56510)
H (1.32925, 3.88380, -1.94160)
H (3.15010, 2.23135, -1.65327)

total charge	0
largest force on an atom	0.051	hartree/bohr
ΔE to the lowest compared entry with this formula, charge and spin	29.23	kcal/mol
lowest unoccupied orbital energy	0.76	eV


Repeat the first record exactly.
Computed, not measured: a molecular structure, C21H26CuIN3, with the ωB97M-V functional and the def2-TZVPD basis.

Atoms and positions in Å:
C (2.98363, -0.59603, 3.07193)
C (2.33244, 1.59284, 3.13523)
H (2.93307, -1.69272, 3.06824)
H (3.69911, -0.30973, 3.84379)
H (3.29486, -0.28147, 2.07397)
H (1.77125, 2.49046, 3.42723)
H (3.26504, 1.59634, 3.70079)
H (2.50236, 1.66178, 2.05722)
C (-1.30052, -3.31719, 0.60110)
C (-2.09758, -4.42325, 0.91302)
C (-3.46772, -4.24088, 1.13921)
C (-4.00184, -2.95500, 1.07722)
H (-0.23443, -3.40419, 0.38670)
H (-1.63829, -5.40783, 0.96673)
H (-4.11562, -5.08600, 1.36465)
H (-5.05884, -2.74029, 1.23077)
N (-1.81741, -2.06891, 0.57021)
C (-3.14905, -1.87467, 0.81951)
C (-3.53940, -0.48267, 0.87309)
N (-2.50071, 0.38784, 0.70102)
C (-2.70372, 1.71736, 0.82233)
C (-5.04423, 1.35097, 1.29258)
C (-3.96290, 2.22965, 1.14820)
H (-1.83136, 2.35313, 0.66629)
H (-4.07969, 3.30375, 1.27532)
C (-4.83308, -0.01962, 1.14604)
H (-5.62709, -0.75927, 1.23819)
H (-6.04138, 1.72346, 1.51925)
Cu (-0.90294, -0.46920, -0.07108)
I (0.93403, -0.03295, 3.60753)
C (4.75299, 0.85096, -1.06299)
N (3.40469, 1.17039, -1.46361)
C (3.10470, 2.58044, -1.45073)
C (2.34916, 0.26164, -1.02129)
C (1.24453, 0.26721, -2.04106)
C (1.58933, 0.48520, -3.39141)
C (0.60021, 0.57523, -4.37063)
C (-0.74312, 0.42844, -4.01397)
C (-1.08867, 0.16662, -2.66978)
C (-0.09660, 0.06538, -1.70935)
H (5.45306, 1.38808, -1.71992)
H (4.91381, -0.22986, -1.16916)
H (4.97126, 1.15004, -0.02014)
H (2.10375, 2.77273, -1.85271)
H (3.17438, 3.01406, -0.43395)
H (3.84784, 3.09505, -2.07894)
H (2.80891, -0.73908, -0.95226)
H (1.97004, 0.52751, -0.01356)
H (2.64568, 0.61435, -3.64182)
H (0.88960, 0.76307, -5.40551)
H (-1.52417, 0.50496, -4.77134)
H (-2.13932, 0.04186, -2.41214)

total charge	0
⟨S²⟩	0.76
spin multiplicity	2
largest force on an atom	0.080	hartree/bohr
lowest unoccupied orbital energy (spin up / spin down)	-0.65 / -0.65	eV